Density functional theory data (the ωB97M-V functional and the def2-TZVPD basis) for a molecular structure, C20H33BCa2F10N6O6S2 in a non-equilibrium geometry.

Geometry (Å):
Ca: 1.95815 2.69632 3.60126
Ca: 3.48848 3.34130 -1.54415
C: -0.38346 0.22453 -4.94425
C: -0.90844 -1.18562 -4.84657
N: -0.50424 -1.79460 -3.58849
C: 0.78400 -1.68583 -2.99870
C: 0.86068 -2.61350 -1.93961
N: -0.38440 -3.27232 -1.92200
C: -1.19476 -2.81389 -3.00797
C: -0.81355 -4.26982 -0.92768
H: -0.44758 0.79652 -4.01860
H: -1.04804 0.76079 -5.62163
H: 0.60205 0.42604 -5.36409
H: -0.73870 -1.89037 -5.66058
H: -1.97740 -1.03435 -4.69629
H: 1.56308 -1.04591 -3.38594
H: 1.62822 -2.89831 -1.23520
H: -2.25557 -2.99094 -3.10662
H: -0.72382 -3.88236 0.08717
H: -0.25391 -5.20515 -0.93577
H: -1.87722 -4.44545 -1.08848
C: -7.27727 4.86139 -3.09874
C: -6.47471 5.69528 -2.06848
N: -5.20383 5.04032 -1.79541
C: -4.68788 4.66532 -0.58545
C: -3.38297 4.29091 -0.73861
N: -2.97869 4.46482 -2.02264
C: -4.14954 4.80522 -2.72032
C: -1.61952 4.44461 -2.48921
H: -8.31744 5.13269 -3.27911
H: -7.42619 3.80822 -2.86047
H: -6.88988 4.87656 -4.11746
H: -6.95064 5.77542 -1.09116
H: -6.21831 6.70372 -2.39317
H: -5.28710 4.65953 0.31305
H: -2.74786 4.01399 0.08985
H: -4.28540 5.04643 -3.76423
H: -1.59818 3.61105 -3.19123
H: -0.87909 4.51417 -1.69232
H: -1.58784 5.40904 -2.99613
C: 3.82376 -3.22217 2.41577
C: 2.34372 -3.05316 2.19115
N: 1.67158 -4.14151 2.76881
C: 0.53018 -4.00674 3.60987
C: -0.02304 -5.29584 3.96246
N: 0.85301 -6.19818 3.36489
C: 1.74143 -5.47640 2.55667
C: 0.82824 -7.58762 3.41687
H: 4.34659 -2.38954 1.94516
H: 4.36333 -3.97059 1.83539
H: 4.08912 -3.29137 3.47071
H: 2.22490 -2.93264 1.11437
H: 2.11212 -2.08064 2.62550
H: 0.13799 -3.01580 3.78486
H: -0.86716 -5.44267 4.61995
H: 2.45738 -5.96157 1.90981
H: 0.22987 -7.83649 2.54045
H: 0.29017 -7.79835 4.34109
H: 1.84496 -7.95740 3.28402
B: 1.84277 0.26304 4.90785
F: 1.83862 -1.14424 4.92518
F: 0.74955 0.78198 4.23194
F: 1.84798 0.80748 6.12823
F: 2.97859 0.57524 4.21788
C: -0.62182 1.07103 0.05744
F: -1.01126 0.82146 -1.20161
F: -1.00003 2.28294 0.35495
F: -1.19707 0.13576 0.90944
S: 1.30653 1.08229 0.26369
O: 1.86680 2.05548 -0.69425
O: 1.61900 1.40911 1.62861
O: 1.73400 -0.27385 -0.05558
C: 6.48917 3.30063 2.36607
F: 6.84291 2.74934 3.45081
F: 6.21760 4.55848 2.64152
F: 7.49842 3.22635 1.44547
S: 4.89545 2.36649 1.65188
O: 3.89931 2.60644 2.71810
O: 4.48964 2.97928 0.39370
O: 5.30441 0.96816 1.54628

Results
Multiplicity ... 2
E_tot ... -128884.3611 eV
Maximum force ... 6.55 eV/A
Frontier orbital gap (spin up / spin down) ... 3.98 / 8.96 eV
⟨S²⟩ ... 0.75
Total charge ... +3

Density functional theory data (the ωB97M-V functional and the def2-TZVPD basis) for 2 unconnected molecules or ions with the total composition C20H33BCl3FNO3S in a non-equilibrium geometry.

Geometry (Å):
C: 3.30440 -3.45654 -0.22611
C: 2.48754 -4.01059 1.00205
C: 0.91798 -3.97012 0.84709
C: 0.33862 -2.65718 0.21910
C: 0.17593 -1.33506 1.08964
B: 1.45763 -0.63031 1.77649
C: 1.14575 0.61334 2.76795
O: 2.81893 -0.96396 1.56718
C: -0.61476 -0.46038 -0.00395
O: -0.88629 0.85823 0.38630
C: -0.91870 1.75120 -0.75817
C: 0.53740 2.08157 -1.27287
O: 1.40773 2.44712 -0.19856
C: 2.73265 1.99775 -0.59845
C: 3.88281 2.67580 0.23785
C: -1.84462 -1.45735 -0.23007
F: -2.66732 -1.67825 0.90049
C: -2.86873 -1.18350 -1.39115
C: -4.16449 -0.43980 -0.96323
C: -4.21980 0.71839 -0.06633
C: -5.48016 1.40819 0.26576
C: -6.75442 0.97461 -0.30425
C: -6.72528 -0.19877 -1.18640
C: -5.46426 -0.88558 -1.51405
N: -1.08992 -2.78148 -0.34046
S: -2.09976 -4.08307 0.34360
H: 3.31373 -4.15409 -1.11495
H: 3.00260 -2.41613 -0.54153
H: 4.38516 -3.35536 0.08423
H: 2.79445 -5.08808 1.13116
H: 2.86015 -3.48338 1.92030
H: 0.63868 -4.86901 0.22092
H: 0.47640 -4.11761 1.87013
H: 0.89390 -2.41100 -0.73572
H: -0.42511 -1.68699 1.97401
H: 1.89318 0.70757 3.59519
H: 0.12064 0.42594 3.21470
H: 1.03109 1.55623 2.15891
H: 3.11731 -1.37974 2.40262
H: -0.07429 -0.54116 -0.99847
H: -1.38924 2.70835 -0.39421
H: -1.56561 1.37305 -1.59525
H: 0.95537 1.15654 -1.76235
H: 0.43258 2.86544 -2.07193
H: 2.87846 2.19218 -1.69959
H: 2.79674 0.87176 -0.47085
H: 4.45714 1.84239 0.73525
H: 3.51017 3.41280 0.99580
H: 4.59308 3.18115 -0.47746
H: -2.37225 -0.63393 -2.24363
H: -3.15998 -2.19674 -1.80748
H: -3.29601 1.13371 0.39518
H: -5.44077 2.30046 0.93292
H: -7.66586 1.54618 -0.02738
H: -7.70591 -0.52916 -1.60900
H: -5.56382 -1.75022 -2.21474
H: -1.11905 -3.01475 -1.34168
H: -2.03612 -5.07960 -0.62140
C: 4.42073 6.93205 -0.44219
Cl: 2.94963 5.95148 -0.41549
Cl: 5.45791 6.53206 0.93142
Cl: 5.28976 6.70677 -1.96415
H: 4.13628 7.97659 -0.36269

Results
E_tot ... -80694.9203 eV
Maximum force ... 3.04 eV/A
Frontier orbital gap ... 8.37 eV
Total charge ... +1

Density functional theory data (the ωB97M-V functional and the def2-TZVPD basis) for a molecular structure, C20H33Cl5N3O3PPrS2 in a non-equilibrium geometry.

Geometry (Å):
Pr: -0.30244 -0.47347 -0.14246
C: -0.82715 0.88788 -3.37833
C: -0.61420 -0.64227 -3.43987
N: -1.45903 -1.31838 -2.46039
C: -2.89536 -1.21199 -2.72683
C: -3.67587 -1.09839 -1.41190
N: -3.01011 -0.17630 -0.48791
C: -3.33289 1.23476 -0.71053
C: -2.52467 1.88717 -1.85488
N: -1.16636 1.34449 -2.02606
H: -1.62145 1.16690 -4.07429
H: 0.08259 1.37142 -3.73667
H: 0.42537 -0.88485 -3.19612
H: -0.80517 -0.98130 -4.46650
H: -1.18924 -2.29436 -2.40129
H: -3.27238 -2.06247 -3.30229
H: -3.07392 -0.31956 -3.32486
H: -3.72194 -2.07802 -0.94180
H: -4.70338 -0.78031 -1.63008
H: -3.29164 -0.41476 0.45774
H: -3.11197 1.76553 0.21117
H: -4.40021 1.37066 -0.93496
H: -2.48853 2.95836 -1.64392
H: -3.06936 1.76722 -2.79245
H: -0.48976 2.02126 -1.69905
Cl: -1.66779 -3.31092 0.15329
C: -0.04817 -3.77819 -0.31152
C: 0.84435 -2.73214 -0.55271
C: 2.10295 -3.18993 -0.94887
Cl: 3.29871 -1.98868 -1.35861
C: 2.46723 -4.52735 -1.07324
Cl: 4.05178 -4.98424 -1.58088
C: 1.52379 -5.51422 -0.79286
Cl: 1.92946 -7.18130 -0.93797
C: 0.24033 -5.13284 -0.41034
Cl: -0.95453 -6.33261 -0.07579
C: -2.95044 3.03908 4.24361
C: -1.49773 2.62107 4.33187
O: -1.36378 1.26326 3.88973
P: -0.36149 0.87550 2.68843
S: -0.54087 -1.08368 2.53564
S: -0.62125 2.09599 1.14936
O: 1.09870 1.29637 3.24552
C: 1.68823 0.59661 4.35065
C: 2.99469 -0.02998 3.90920
H: -3.06883 4.04935 4.63762
H: -3.57408 2.35663 4.82101
H: -3.28171 3.02381 3.20489
H: -1.14335 2.66346 5.36357
H: -0.87391 3.27781 3.72176
H: 1.00331 -0.16994 4.71894
H: 1.85258 1.32798 5.14437
H: 2.80824 -0.77629 3.13595
H: 3.47780 -0.51467 4.75844
H: 3.66363 0.73403 3.51042
C: 3.97134 1.50882 -1.76085
C: 3.82005 1.91586 -0.29380
C: 2.61428 1.09541 0.14200
O: 1.80033 0.91643 -1.04046
C: 2.51821 1.37321 -2.19319
H: 4.47606 0.54579 -1.84021
H: 4.50792 2.24076 -2.36234
H: 3.60199 2.98251 -0.21529
H: 4.69996 1.69499 0.30735
H: 2.02221 1.60584 0.89810
H: 2.91324 0.10961 0.50610
H: 2.11547 2.34504 -2.50349
H: 2.38014 0.65259 -3.00093

Results
Multiplicity ... 4
E_tot ... -139531.6469 eV
Maximum force ... 1.45 eV/A
Frontier orbital gap (spin up / spin down) ... 4.28 / 8.54 eV
⟨S²⟩ ... 3.75